No. 1
# C13H6Cl5O4S

An isolated ion of composition C13H6Cl5O4S and charge -1 (ωB97M-V/def2-TZVPD, the Open Molecules 2025 dataset).

Its energy above the lowest of the compared OMol25 structures with the same formula, charge and spin is 0.0 kJ/mol. As for the net charge: -1. The SMILES is O=C1C(Cl)=C(Cl)C([O-])=C(Cl)[C@@]1(Cl)[C@@H](Cl)S(=O)(=O)c1ccccc1. As for the HOMO energy: -3.81 eV.

Geometry (Å):
O -0.36 2.81 1.77
C -0.33 1.61 1.63
C 0.88 0.75 1.43
Cl 2.29 1.66 1.27
C 0.85 -0.60 1.24
Cl 2.13 -1.49 0.64
C -0.47 -1.32 1.29
O -0.54 -2.50 0.95
C -1.57 -0.59 1.84
Cl -2.89 -1.49 2.36
C -1.68 0.93 1.98
Cl -2.94 1.64 0.85
C -2.11 1.28 3.46
Cl -0.86 0.67 4.48
S -2.59 3.04 4.31
O -1.52 3.41 5.23
O -3.04 3.94 3.27
C -4.11 2.82 5.29
C -5.29 2.86 4.56
C -6.50 3.08 5.22
C -6.54 3.22 6.61
C -5.37 3.00 7.34
C -4.15 2.74 6.69
H -3.08 0.80 3.55
H -5.24 2.75 3.47
H -7.40 3.14 4.62
H -7.48 3.44 7.12
H -5.39 3.01 8.43
H -3.24 2.49 7.23

---

No. 2
# C6H15ClI2O2PPdS

C6H15ClI2O2PPdS as an isolated structure (ωB97M-V/def2-TZVPD, the Open Molecules 2025 dataset).

As for the multiplicity: 5. As for the net charge: +3. As for the HOMO energy (alpha / beta): -20.09 / -20.02 eV.

Geometry (Å):
I -1.47 2.16 2.08
I -3.52 3.83 0.75
Pd -0.38 0.54 0.20
P -0.80 -1.80 -0.31
C -2.41 -2.49 0.18
C -0.61 -2.43 -2.03
H 1.44 -2.55 0.21
H 0.30 -3.90 0.38
H 0.39 -2.64 1.63
C 0.44 -2.83 0.56
H 0.41 -2.21 -2.38
H -0.78 -3.52 -2.10
H -2.43 -3.57 0.03
H -3.18 -1.99 -0.42
H -1.33 -1.93 -2.69
H -2.53 -2.26 1.25
C -2.26 0.75 -0.24
O -3.32 0.89 -0.67
Cl 1.62 -0.32 -0.82
C 2.42 2.72 -0.88
S 1.14 2.53 0.29
C 2.04 2.24 1.81
O 0.43 3.82 0.28
H 3.28 2.09 -0.68
H 2.59 3.78 -0.75
H 1.95 2.51 -1.84
H 1.72 3.04 2.49
H 1.77 1.23 2.14
H 3.10 2.33 1.52

---

No. 3
# C13H25F3N2O3

A 2-piece molecular cluster, C13H25F3N2O3 overall (ωB97M-V/def2-TZVPD, the Open Molecules 2025 dataset).

The SMILES is CCCN[C@H]1OC(=O)O[C@H]1C(F)(F)F.CCN(CC)CC. As for the HOMO energy: -8.06 eV.

Geometry (Å):
C -6.73 2.63 -0.79
C -5.42 3.46 -0.70
C -4.17 2.61 -0.41
N -3.27 2.58 -1.56
C -3.12 1.29 -2.12
O -2.43 1.23 -3.35
C -2.26 -0.12 -3.54
O -2.38 -0.72 -4.58
O -1.89 -0.65 -2.35
C -2.61 0.05 -1.31
C -1.62 0.25 -0.15
F -2.19 -0.10 1.00
F -1.20 1.51 -0.05
F -0.54 -0.51 -0.31
H -6.53 1.59 -0.60
H -7.18 2.73 -1.77
H -7.45 2.97 -0.06
H -5.57 4.19 0.08
H -5.27 4.01 -1.61
H -3.66 3.08 0.41
H -4.47 1.62 -0.09
H -2.38 3.03 -1.38
H -4.15 0.99 -2.38
H -3.44 -0.59 -1.08
C 2.39 0.12 1.18
C 3.43 -0.78 0.52
N 4.57 -1.05 1.37
C 5.68 -1.66 0.66
C 5.47 -3.06 0.06
C 4.27 -1.61 2.68
C 3.48 -2.92 2.74
H 2.85 1.05 1.53
H 1.62 0.38 0.47
H 1.91 -0.36 2.03
H 3.78 -0.28 -0.38
H 2.92 -1.70 0.19
H 6.55 -1.69 1.32
H 5.96 -0.99 -0.16
H 5.47 -3.84 0.83
H 6.29 -3.29 -0.62
H 4.54 -3.14 -0.50
H 3.72 -0.85 3.24
H 5.21 -1.72 3.22
H 2.63 -2.92 2.05
H 3.09 -3.07 3.74
H 4.11 -3.79 2.51

---

No. 4
# C30H35BrCoN6O3

C30H35BrCoN6O3 as an isolated structure (ωB97M-V/def2-TZVPD, the Open Molecules 2025 dataset).

As for the multiplicity: 2. Its energy above the lowest of the compared OMol25 structures with the same formula, charge and spin is 122.1 kJ/mol. As for the net charge: +2. As for the HOMO energy (alpha / beta): -13.08 / -13.08 eV.

Geometry (Å):
Co -1.11 0.35 -0.60
C -3.17 -0.94 1.16
C -2.38 -0.31 2.30
N -1.13 0.25 1.79
C -0.79 1.60 2.23
C -1.14 2.65 1.21
C -1.17 3.99 1.55
C -1.48 4.92 0.59
C -1.78 4.49 -0.70
C -1.72 3.15 -0.99
C -2.03 2.62 -2.37
N -2.40 1.21 -2.29
C -3.83 0.98 -2.01
C -3.97 -0.27 -1.15
N -3.10 -0.02 0.01
N -1.39 2.24 -0.04
H -4.20 -1.12 1.46
H -2.75 -1.90 0.88
H -2.21 -1.04 3.10
H -2.98 0.50 2.73
H -0.33 -0.35 1.95
H 0.28 1.65 2.42
H -1.29 1.85 3.18
H -0.97 4.29 2.57
H -1.51 5.98 0.83
H -2.05 5.20 -1.48
H -1.13 2.70 -2.98
H -2.79 3.24 -2.84
H -2.17 0.76 -3.17
H -4.42 0.91 -2.92
H -4.22 1.83 -1.44
H -3.61 -1.16 -1.68
H -5.01 -0.44 -0.87
H -3.37 0.89 0.36
O 0.16 -5.02 -3.43
C -0.19 -3.87 -2.84
C -0.69 -3.79 -1.54
C -1.00 -2.54 -1.05
N -0.88 -1.39 -1.74
C -0.38 -1.51 -2.97
Br -0.09 0.03 -4.04
C -0.03 -2.70 -3.56
H -0.02 -5.78 -2.88
H -0.82 -4.67 -0.92
H -1.36 -2.46 -0.04
H 0.37 -2.74 -4.57
C 4.57 1.04 1.06
O 3.61 0.00 1.23
C 2.84 0.01 2.33
C 2.82 1.03 3.28
C 2.08 0.91 4.44
C 1.32 -0.24 4.68
C 1.31 -1.24 3.73
C 2.04 -1.12 2.55
N 2.06 -2.27 1.70
C 2.33 -2.48 0.42
C 2.42 -1.64 -0.69
C 3.26 -2.18 -1.72
C 3.67 -1.44 -2.78
C 3.23 -0.10 -2.86
C 2.35 0.42 -1.95
C 1.84 -0.34 -0.87
O 0.87 0.12 -0.17
H 5.14 0.77 0.17
H 5.24 1.10 1.92
H 4.08 2.00 0.90
H 3.43 1.91 3.12
H 2.11 1.70 5.17
H 0.77 -0.35 5.60
H 0.75 -2.15 3.91
H 2.03 -3.13 2.24
H 2.56 -3.52 0.24
H 3.64 -3.19 -1.59
H 4.34 -1.85 -3.52
H 3.58 0.53 -3.68
H 2.00 1.45 -2.03